Record 1
63
Properties=species:S:1:pos:R:3 method="wB97M-V/def2-TZVPD" homo_lumo_gap_ev=8.740 homo_energy_ev=-8.16 charge=0 de_lowest_kcal_mol=41.5 total_energy_ha=-1399.3916 smiles="Cc1ccc(C)c(N2CCN(C(=O)CCCOc3cc(=O)n(C)c4ccccc34)CC2)c1"
O 1.540 1.736 -2.089
O -4.091 3.325 -4.846
O -1.052 0.382 -2.693
N -3.630 3.618 -2.641
N 2.059 -0.121 -0.938
N 1.911 -1.458 1.545
C -2.493 3.517 0.852
C -1.908 1.422 -2.756
C 0.496 -3.844 4.031
C 0.732 -3.172 2.841
C 0.574 -1.098 -3.617
C -3.156 3.918 -0.285
C 1.789 0.546 -2.087
C 3.404 -0.672 3.860
C -1.634 2.423 0.830
C -3.477 2.954 -3.857
C 2.141 0.620 0.307
C -1.450 1.737 -0.346
C 2.499 -1.488 -0.793
C 1.830 -0.252 -3.385
C -2.575 1.831 -3.862
C 1.644 -2.123 2.761
C 1.189 -3.447 5.165
C -0.476 -4.984 4.084
C 2.359 -1.746 3.905
C -2.981 3.234 -1.497
C 1.693 -2.180 0.313
C -0.653 -0.236 -3.899
C 1.391 -0.110 1.420
C -4.521 4.758 -2.631
C -2.110 2.126 -1.513
C 2.107 -2.415 5.093
H -0.409 0.526 -4.649
H -2.643 4.063 1.772
H -3.813 4.770 -0.233
H 2.655 -2.129 5.980
H 2.721 -0.881 -3.413
H 1.522 0.424 2.360
H 2.048 -3.206 0.431
H 4.206 -0.902 4.557
H 2.988 0.296 4.143
H -0.789 0.890 -0.408
H 1.914 0.481 -4.190
H -1.474 -0.859 -4.283
H 0.314 -0.133 1.186
H 2.387 -2.042 -1.721
H 3.559 -1.494 -0.502
H 0.045 -5.927 3.909
H 0.183 -3.470 1.960
H -2.481 1.343 -4.818
H -5.352 4.595 -1.943
H 1.018 -3.951 6.104
H -1.117 2.121 1.729
H 0.362 -1.722 -2.748
H 3.195 0.725 0.593
H -0.953 -5.041 5.059
H 1.717 1.611 0.135
H -1.244 -4.878 3.321
H 3.816 -0.590 2.857
H -4.908 4.862 -3.644
H 0.630 -2.197 0.015
H 0.736 -1.749 -4.479
H -3.984 5.667 -2.355

Record 2
67
Properties=species:S:1:pos:R:3 method="wB97M-V/def2-TZVPD" homo_lumo_gap_ev=8.576 homo_energy_ev=-8.02 charge=0 de_lowest_kcal_mol=0.0 total_energy_ha=-2023.2786 smiles="COc1ccc(CCNC(=O)CS(=O)(=O)c2cn(CC(=O)N3CCCC3)c3ccccc23)cc1OC"
S -1.461 2.280 -0.517
O -0.323 2.775 0.220
O 1.007 2.924 4.064
O -0.139 -0.089 -2.818
O 1.913 4.611 1.978
O -2.669 3.057 -0.476
O 1.741 -2.779 0.889
N 0.558 -3.152 -0.980
N 1.233 1.290 -1.672
N -1.378 -1.479 0.605
C 1.595 2.376 2.956
C -0.853 -0.230 0.506
C 1.748 -3.425 -1.777
C -0.171 -3.790 -3.115
C -0.935 2.106 -2.263
C -4.187 0.176 -0.859
C -3.619 -2.463 0.010
C 1.805 1.013 2.791
C 1.261 -3.273 -3.212
C 2.664 2.727 0.827
C -0.645 -2.617 1.089
C 2.422 0.507 1.659
C -2.945 -0.138 -0.313
C 2.030 3.253 1.944
C 2.860 1.364 0.662
C 0.693 5.161 2.439
C 2.255 0.279 -1.477
C 0.486 2.063 5.044
C -5.120 -0.830 -0.969
C -1.773 0.621 -0.041
C -4.839 -2.130 -0.537
C 3.406 0.827 -0.631
C -0.639 -3.167 -1.802
C 0.081 0.988 -2.290
C 0.667 -2.850 0.316
C -2.662 -1.459 0.116
H 2.995 3.428 0.076
H 0.702 6.200 2.112
H 1.272 1.463 5.516
H 0.138 -0.006 0.854
H -1.274 -3.507 1.020
H 2.089 -4.447 -1.575
H -1.812 1.856 -2.853
H 1.240 -2.220 -3.490
H 1.873 -3.828 -3.920
H 1.485 0.321 3.554
H 1.241 2.073 -1.025
H -4.397 1.188 -1.166
H -3.429 -3.469 0.353
H -0.790 -3.477 -3.952
H 2.559 -0.561 1.561
H 2.551 -2.740 -1.502
H -0.978 -2.143 -1.988
H 3.920 1.617 -1.180
H -5.600 -2.890 -0.632
H -0.154 4.640 1.985
H -0.282 1.400 4.633
H 0.613 5.118 3.527
H 4.110 0.015 -0.443
H -1.443 -3.735 -1.330
H -0.518 3.063 -2.561
H 2.610 -0.043 -2.461
H -0.180 -4.879 -3.049
H -6.091 -0.618 -1.388
H -0.364 -2.466 2.137
H 0.035 2.712 5.794
H 1.814 -0.590 -0.976

Record 3
70
Properties=species:S:1:pos:R:3 method="wB97M-V/def2-TZVPD" homo_lumo_gap_ev="8.759 / 5.748" homo_energy_ev="-13.62 / -13.62" charge=+2 multiplicity=2 de_lowest_kcal_mol=0.0 total_energy_ha=-2206.6618
Ru -0.170 0.315 1.040
S -1.608 1.496 -6.306
O -1.568 0.187 -7.001
O -3.018 1.768 -6.107
O -1.978 1.640 0.420
O 0.464 2.331 1.585
O -0.822 2.484 -6.976
N 0.797 0.532 -0.917
N -2.573 -2.959 1.586
N 1.556 -0.270 1.994
N -0.918 0.037 3.025
N -0.995 -1.609 0.820
N 2.674 -0.201 3.900
C -2.839 -4.418 -0.471
C 2.896 -0.555 1.721
C -1.072 0.305 -2.506
C 4.979 -0.730 2.997
C -3.026 1.484 -0.550
C 1.478 -0.081 3.296
C -2.287 -4.607 -1.720
C 3.559 -0.872 0.535
C -0.728 -2.766 -1.431
C 1.602 2.977 0.992
C 5.622 -1.022 1.813
C -1.540 -1.304 3.186
C 3.610 -0.502 2.920
C -1.623 0.523 -3.758
C 0.913 1.496 -3.170
C -2.317 -3.374 0.285
C -1.746 -1.932 1.850
C 0.363 1.731 -4.421
C -1.598 3.015 0.523
C 4.919 -1.096 0.600
C -0.900 1.237 -4.703
C -1.310 -2.529 -0.185
C -0.685 3.183 1.699
C -1.235 -3.801 -2.187
C 0.194 0.271 3.977
C 0.196 0.782 -2.221
H -3.622 -5.061 -0.094
H -2.677 1.769 -1.541
H 0.903 2.294 -5.170
H 2.393 2.233 0.923
H -3.217 -3.385 2.232
H 1.256 -0.375 -0.950
H -2.654 -5.408 -2.346
H 0.071 -0.334 4.879
H -2.491 3.629 0.673
H 1.558 1.197 -0.816
H 5.512 -0.689 3.937
H -0.828 -1.941 3.719
H -0.370 4.222 1.808
H -2.449 -1.262 3.787
H 0.199 1.317 4.285
H 1.906 1.871 -2.943
H -2.613 0.156 -3.994
H 2.853 -0.121 4.888
H -1.119 3.332 -0.411
H -3.876 2.104 -0.265
H 1.357 3.376 0.004
H 5.456 -1.349 -0.303
H -0.805 -4.011 -3.156
H -1.204 2.894 2.617
H 1.932 3.788 1.640
H 6.686 -1.208 1.818
H -1.625 -0.240 -1.754
H 3.050 -0.980 -0.413
H -3.322 0.439 -0.541
H -1.630 0.750 3.144
H 0.104 -2.177 -1.793

Record 4
71
Properties=species:S:1:pos:R:3 method="wB97M-V/def2-TZVPD" homo_lumo_gap_ev=7.853 homo_energy_ev=-11.09 charge=+1 de_lowest_kcal_mol=7.5 total_energy_ha=-1911.6605
Zr 0.040 0.321 -0.289
O -1.312 2.390 -2.622
O 0.076 2.172 0.547
O -4.219 1.134 -0.981
O -2.100 1.047 -0.320
O 0.124 0.620 -2.213
O -1.092 -1.428 -0.554
O -2.618 -1.066 -2.145
N 0.124 -2.096 3.761
N -1.986 -0.915 3.702
N 1.562 -1.587 -0.764
N -0.244 -0.370 2.061
N 0.020 0.232 4.419
N 2.335 0.900 -0.168
C -2.637 1.969 -2.500
C -0.076 4.508 0.211
C 0.645 -1.068 4.667
C 1.438 -2.582 -1.559
C 0.364 -3.101 -2.423
C -1.721 -0.520 2.338
C 0.390 -1.683 2.401
C -1.325 -2.197 3.956
C 2.720 2.107 -0.414
C -1.425 0.090 4.608
C 0.275 0.635 3.053
C 0.622 3.299 0.121
C 3.423 -0.086 -0.200
C 2.500 4.506 -0.845
C -0.983 -2.716 -2.543
C -2.936 1.316 -1.174
C 1.925 3.300 -0.405
C 0.004 -4.753 -4.181
C -1.797 -3.344 -3.475
C 0.825 -4.125 -3.261
C 1.794 5.682 -0.786
C 0.502 5.672 -0.248
C -1.319 -4.360 -4.288
C -1.636 -1.650 -1.721
C 2.878 -1.499 -0.123
C -0.409 1.462 -3.180
H -2.190 0.444 2.138
H 1.725 -0.981 4.528
H 2.232 6.605 -1.135
H 2.328 -3.206 -1.672
H -1.071 4.498 0.634
H -4.358 0.631 -0.163
H 0.021 -2.431 1.697
H 0.397 -5.542 -4.807
H -1.977 -4.841 -4.998
H -0.055 6.598 -0.186
H -1.907 1.051 4.420
H -1.623 -0.206 5.638
H -3.277 2.851 -2.567
H 4.004 0.044 -1.116
H -1.525 -2.506 4.982
H 3.777 2.264 -0.648
H -0.204 1.590 2.847
H -0.918 0.864 -3.944
H 1.860 -4.435 -3.190
H 4.095 0.086 0.644
H -2.115 -1.262 1.645
H 3.511 4.492 -1.235
H 0.385 2.062 -3.626
H 0.450 -1.368 5.696
H 3.589 -2.185 -0.587
H -1.728 -2.950 3.277
H -2.943 1.269 -3.283
H 2.777 -1.814 0.914
H -2.825 -3.016 -3.546
H 1.467 -1.564 2.290
H 1.350 0.745 2.891

Record 5
71
Properties=species:S:1:pos:R:3 method="wB97M-V/def2-TZVPD" homo_lumo_gap_ev=8.028 homo_energy_ev=-11.42 charge=+1 de_lowest_kcal_mol=2.4 total_energy_ha=-1911.6686
Zr 0.334 -0.334 -0.532
O 0.829 1.623 0.639
O -0.648 3.313 -0.075
O -1.129 1.111 -0.333
O 2.658 1.590 1.911
O 1.319 0.564 -2.044
O 1.185 -1.055 1.141
O -0.767 1.106 2.667
N 2.152 -4.622 -1.279
N 2.400 -3.473 -3.396
N 1.581 -2.247 -1.439
N -1.068 -0.845 -2.279
N 3.915 -2.989 -1.576
N -1.294 -1.755 0.261
C -2.094 -1.854 -2.013
C 3.531 -4.253 -0.943
C 0.553 1.415 3.050
C -0.510 1.441 -5.080
C 0.534 -3.504 4.398
C 3.775 -3.127 -3.026
C 1.834 2.108 -3.747
C 0.987 1.149 -3.186
C -2.509 -1.741 -0.558
C 1.743 -2.825 4.240
C 1.472 1.569 1.858
C 2.044 -4.731 -2.736
C -0.662 2.074 0.472
C -0.448 -3.352 3.447
C -1.281 2.140 1.860
C -1.310 -2.419 1.362
C -1.123 -0.197 -3.388
C 0.325 2.391 -5.616
C 1.266 -3.575 -0.820
C 1.511 -2.433 -2.926
C 3.027 -1.947 -1.114
C 1.968 -2.005 3.151
C 1.500 2.720 -4.938
C -0.248 -2.530 2.327
C -0.206 0.809 -3.861
C 0.975 -1.846 2.184
H 1.352 -3.477 0.262
H 0.372 -4.139 5.257
H -1.394 -3.870 3.553
H -0.533 3.227 -1.031
H -3.013 -0.786 -0.397
H -1.945 -0.424 -4.071
H 1.019 -4.999 -3.001
H 0.595 2.336 3.645
H 0.236 -3.834 -1.075
H -1.666 -2.847 -2.191
H 4.446 -3.910 -3.378
H -2.219 -2.973 1.612
H 3.623 -4.156 0.140
H 0.936 0.597 3.658
H -1.091 3.123 2.302
H 0.078 2.875 -6.550
H 2.167 3.464 -5.354
H 4.203 -5.041 -1.284
H 2.520 -2.938 4.985
H 4.050 -2.186 -3.505
H 3.285 -1.000 -1.591
H 2.746 2.357 -3.220
H -1.424 1.166 -5.595
H 3.113 -1.843 -0.033
H 2.900 -1.467 3.028
H 2.712 -5.519 -3.084
H -2.353 1.994 1.750
H 1.769 -1.484 -3.397
H -3.187 -2.552 -0.282
H 0.486 -2.698 -3.189
H -2.953 -1.734 -2.677

Record 6
63
Properties=species:S:1:pos:R:3 method="wB97M-V/def2-TZVPD" homo_lumo_gap_ev=4.284 homo_energy_ev=-9.76 charge=+1 de_lowest_kcal_mol=0.0 total_energy_ha=-1335.5869
O 2.183 -1.671 3.014
O -4.758 -2.559 7.911
O 2.427 0.596 2.431
O 5.420 0.225 2.548
C -3.168 4.276 4.250
C 4.534 -0.817 2.791
C -0.164 -1.942 3.274
C -3.366 0.580 3.496
C -3.523 3.954 1.885
C 7.803 0.595 2.338
C 0.596 0.877 3.979
C -4.469 0.400 5.748
C -4.524 -1.741 6.858
C 0.914 -1.240 2.477
C -3.245 6.292 2.726
C -4.781 -0.351 6.860
C 1.009 0.351 2.599
C -3.683 -1.595 4.601
C -3.391 2.003 3.361
C -4.017 -2.359 5.686
C -3.563 2.585 2.072
C 0.263 1.167 1.562
C 6.634 -1.663 2.809
C 5.254 -1.989 2.958
C -3.308 4.817 2.966
C 6.686 -0.304 2.565
C -3.818 -0.170 4.613
C 0.829 -1.735 1.025
C -5.155 -2.012 9.185
C -3.187 2.900 4.450
B 3.029 -0.603 2.772
H 0.555 0.897 0.541
H 7.715 1.088 1.364
H -4.166 6.674 2.264
H -0.065 -3.026 3.127
H -3.918 -3.443 5.698
H -3.667 4.392 0.893
H -3.301 -2.082 3.703
H -4.723 1.456 5.748
H -0.493 0.820 4.108
H 0.479 2.232 1.715
H 8.726 0.017 2.376
H -1.161 -1.647 2.920
H -5.234 0.115 7.739
H -4.402 -1.320 9.583
H -0.156 -1.521 0.597
H -3.049 4.953 5.098
H 0.965 -2.825 1.018
H -3.004 2.498 5.444
H 1.076 0.317 4.794
H -0.821 1.025 1.679
H 4.821 -2.968 3.162
H -0.081 -1.736 4.347
H -3.084 6.831 3.662
H -6.129 -1.510 9.122
H 7.483 -2.341 2.873
H 0.887 1.934 4.055
H 1.598 -1.285 0.381
H -5.225 -2.902 9.812
H -2.422 6.546 2.045
H 7.833 1.387 3.095
H -3.730 1.923 1.221
H -3.109 0.007 2.603

Record 7
69
Properties=species:S:1:pos:R:3 method="wB97M-V/def2-TZVPD" homo_lumo_gap_ev=7.455 homo_energy_ev=-7.38 charge=0 de_lowest_kcal_mol=552.4 total_energy_ha=-2442.2145
Cl 1.182 2.212 2.773
S -0.997 2.932 0.101
O -2.253 2.856 -0.239
O 1.108 -0.315 -1.169
O -0.535 4.011 1.227
O -1.368 -4.150 1.611
N -2.041 -2.033 0.557
N 3.407 1.945 0.186
N 3.139 0.660 -0.062
N 0.073 2.633 -1.089
N -3.923 -2.389 -0.988
C -4.361 -0.289 -3.275
C -2.825 -4.322 -0.027
C 5.324 -2.670 -0.033
C 3.269 -1.793 0.488
C -1.247 -1.123 1.070
C -4.125 -3.576 -0.558
C -3.350 -1.158 -3.187
C 5.830 -1.615 -0.686
C 2.479 4.253 0.206
C 4.375 2.167 1.118
C -0.112 -1.520 2.110
C 5.165 -0.412 -0.619
C -1.325 0.153 0.537
C -4.897 -0.127 -1.401
C 1.544 0.808 -0.659
C 3.843 -0.497 -0.183
C -0.630 1.208 1.007
C 2.295 2.782 -0.181
C 0.631 -0.329 2.513
C 0.198 1.168 1.998
C 1.289 1.993 -0.736
C -1.959 -3.436 0.898
C 3.959 -2.785 0.380
C -2.920 -1.095 -4.606
C -3.623 -2.567 -2.620
C -5.174 -1.591 -0.980
H 6.782 -1.512 -0.628
H 3.769 -3.717 0.690
H -0.037 -2.314 2.587
H 6.068 -3.694 -0.096
H -0.421 2.085 -1.721
H -2.200 -4.373 -1.004
H -3.602 -1.643 -5.081
H 3.981 2.386 2.284
H -2.641 -0.278 -4.964
H -2.768 -3.093 -2.757
H -4.204 0.908 -3.377
H -2.477 -0.576 -2.585
H 2.659 4.540 1.252
H 5.484 0.621 -1.027
H -2.477 -1.897 -0.269
H 4.918 3.125 1.004
H 4.999 1.418 1.305
H -5.892 0.464 -1.247
H 2.295 -1.643 0.548
H -5.938 -2.009 -1.450
H -5.263 -0.737 -3.640
H -3.052 -5.106 0.347
H 1.682 4.872 -0.037
H -4.925 -4.287 -0.940
H 3.332 4.575 -0.323
H 1.252 -0.415 3.234
H -2.283 0.351 -0.207
H -4.155 0.409 -1.157
H -1.932 -2.067 -4.717
H -4.515 -2.953 -3.137
H -4.616 -3.469 0.718
H -5.440 -1.447 0.046

Here are the calculated largest force on an atom numbers, same order: 0.68, 0.97, 0.75, 0.97, 0.20, 2.05, 19.72 (eV Å⁻¹).